(1)
Computed, not measured: C36H29GeN3O3Tc as an isolated structure, with ωB97M-V/def2-TZVPD.

Geometry as XYZ:
```
73
C36H29GeN3O3Tc, DFT ωB97M-V/def2-TZVPD
Tc 1.102 0.159 -1.333
O 2.850 0.689 -2.409
C 3.420 0.020 -3.319
C 4.642 0.498 -3.884
C 5.266 -0.191 -4.874
C 4.747 -1.414 -5.390
C 3.597 -1.908 -4.878
C 2.890 -1.222 -3.831
C 1.709 -1.803 -3.400
N 0.846 -1.415 -2.455
C -0.456 -2.093 -2.417
C -0.841 -2.625 -1.025
N -0.189 -1.821 0.012
C 0.547 -2.333 0.939
C 1.400 -1.549 1.810
C 1.467 -1.939 3.156
C 2.244 -1.245 4.056
C 3.014 -0.174 3.606
C 3.019 0.188 2.273
C 2.218 -0.490 1.354
O 2.366 -0.164 0.057
H 5.039 1.424 -3.494
H 6.188 0.199 -5.284
H 5.269 -1.932 -6.180
H 3.182 -2.835 -5.253
H 1.429 -2.722 -3.913
H -0.456 -2.936 -3.113
H -1.209 -1.383 -2.759
H -0.530 -3.659 -0.883
H -1.923 -2.547 -0.894
H 0.506 -3.412 1.055
H 0.864 -2.774 3.489
H 2.260 -1.533 5.096
H 3.635 0.371 4.303
H 3.651 0.985 1.907
O -0.425 3.408 -3.598
C -0.142 2.463 -2.977
N 0.108 1.471 -2.351
C -0.241 -0.374 -0.185
Ge -1.549 0.586 0.960
C -1.381 0.006 2.800
C -0.629 0.773 3.689
C -0.506 0.400 5.018
C -1.134 -0.748 5.479
C -1.882 -1.525 4.606
C -2.007 -1.147 3.277
C -3.222 0.095 0.102
C -4.364 -0.322 0.781
C -5.510 -0.679 0.082
C -5.529 -0.618 -1.302
C -4.405 -0.186 -1.992
C -3.261 0.168 -1.294
C -1.086 2.446 0.728
C 0.249 2.847 0.684
C 0.591 4.179 0.513
C -0.410 5.133 0.393
C -1.741 4.753 0.450
C -2.078 3.417 0.618
H -0.139 1.679 3.348
H 0.074 1.009 5.697
H -1.049 -1.032 6.519
H -2.377 -2.418 4.962
H -2.591 -1.770 2.609
H -4.376 -0.358 1.862
H -6.391 -0.998 0.622
H -6.425 -0.892 -1.843
H -4.427 -0.111 -3.072
H -2.395 0.530 -1.840
H 1.053 2.119 0.811
H 1.631 4.473 0.474
H -0.151 6.174 0.254
H -2.521 5.496 0.353
H -3.123 3.134 0.640
```

Output
- Calculated total energy: -107123.2633 eV
- LUMO (alpha / beta): -4.25 / -4.25 eV
- Highest occupied orbital energy (alpha / beta): -0.3999 / -0.4002 Eh
- Strongest force on any atom: 0.0085 hartree/bohr
- Orbital gap (alpha / beta): 6.63 / 6.64 eV
- Total charge: +1

***

(2)
Computed, not measured: a 10-piece molecular cluster, C41H73N9O4S overall at a distorted geometry, with ωB97M-V/def2-TZVPD.

Geometry as XYZ:
```
128
C41H73N9O4S, DFT ωB97M-V/def2-TZVPD
O 2.704 -5.086 -2.970
C 2.811 -3.730 -3.055
O 4.121 -3.147 -3.438
S 4.196 -2.947 -5.164
O 1.582 -2.971 -2.779
C 1.793 -1.510 -2.929
C 0.277 -0.831 -2.733
C -0.594 -1.054 -4.113
C -1.268 -2.542 -4.262
O -2.766 -2.505 -4.261
H 4.327 -1.537 -5.365
H 2.172 -1.184 -3.987
H 2.478 -1.115 -2.038
H -0.226 -1.485 -1.871
H 0.334 0.287 -2.377
H -1.482 -0.257 -4.093
H 0.139 -0.863 -5.018
H -0.967 -3.265 -3.363
H -0.853 -3.073 -5.242
H -3.016 -3.407 -3.865
C 1.728 5.050 -2.146
C 1.813 4.708 -3.630
C 1.071 3.418 -3.987
C 1.676 2.251 -3.225
N 2.177 1.282 -2.592
H 2.199 4.280 -1.526
H 2.246 5.992 -1.943
H 0.685 5.158 -1.827
H 2.868 4.621 -3.914
H 1.390 5.536 -4.210
H 1.150 3.225 -5.062
H 0.009 3.502 -3.734
C -0.496 -8.561 -4.010
C -0.374 -7.164 -3.409
C -0.735 -7.122 -1.923
C -2.176 -7.567 -1.731
N -3.371 -7.936 -1.573
H -1.525 -8.932 -3.965
H -0.201 -8.548 -5.064
H 0.151 -9.272 -3.483
H -1.023 -6.479 -3.968
H 0.655 -6.810 -3.537
H -0.619 -6.104 -1.536
H -0.075 -7.781 -1.348
C 2.822 0.001 1.359
C 2.078 0.662 2.515
C 1.224 1.851 2.070
C 2.111 2.914 1.444
N 2.847 3.797 0.924
H 3.532 0.689 0.888
H 3.395 -0.860 1.718
H 2.123 -0.351 0.592
H 2.808 0.988 3.266
H 1.433 -0.083 2.994
H 0.701 2.281 2.931
H 0.472 1.533 1.340
C -2.601 2.857 7.145
C -1.871 3.916 6.325
C -2.015 3.704 4.817
C -1.429 2.356 4.430
N -0.942 1.238 4.109
H -2.194 1.857 6.968
H -2.495 3.065 8.215
H -3.670 2.843 6.905
H -0.810 3.910 6.602
H -2.267 4.904 6.587
H -1.487 4.495 4.274
H -3.070 3.736 4.522
C 7.323 -7.954 -7.010
C 6.579 -7.293 -5.854
C 5.725 -6.104 -6.299
C 6.612 -5.040 -6.926
N 7.348 -4.158 -7.445
H 8.032 -7.265 -7.481
H 7.896 -8.814 -6.651
H 6.623 -8.306 -7.777
H 7.308 -6.967 -5.103
H 5.934 -8.037 -5.375
H 5.202 -5.674 -5.438
H 4.973 -6.422 -7.029
C -4.862 8.632 6.234
C -4.411 8.478 7.683
C -3.766 7.119 7.964
C -4.766 6.008 7.686
N -5.596 5.087 7.456
H -5.633 7.901 5.970
H -5.290 9.626 6.073
H -4.019 8.507 5.545
H -5.277 8.621 8.341
H -3.693 9.271 7.918
H -3.449 7.063 9.010
H -2.883 6.975 7.333
C -1.182 1.168 11.040
C 0.195 0.679 10.604
C 1.325 1.613 11.043
C 1.123 2.988 10.428
N 0.956 4.129 9.917
H -1.431 2.134 10.588
H -1.954 0.457 10.730
H -1.234 1.274 12.130
H 0.204 0.573 9.512
H 0.369 -0.317 11.026
H 2.291 1.212 10.718
H 1.345 1.706 12.134
C -4.182 -4.289 0.990
C -2.805 -4.778 0.554
C -1.675 -3.845 0.993
C -1.877 -2.470 0.378
N -2.044 -1.329 -0.133
H -4.431 -3.324 0.538
H -4.954 -5.001 0.680
H -4.234 -4.183 2.080
H -2.796 -4.885 -0.538
H -2.631 -5.774 0.976
H -0.709 -4.246 0.668
H -1.655 -3.752 2.084
C -0.756 3.690 -8.756
C -2.179 3.841 -8.226
C -2.400 5.159 -7.483
C -1.467 5.238 -6.286
N -0.693 5.302 -5.293
H -0.022 3.676 -7.944
H -0.652 2.748 -9.303
H -0.502 4.511 -9.437
H -2.400 2.997 -7.561
H -2.879 3.781 -9.066
H -3.437 5.225 -7.135
H -2.210 6.011 -8.145
```

Output
- Calculated total energy: -76124.4106 eV
- LUMO: -0.31 eV
- Highest occupied orbital energy: -0.3626 Eh
- Strongest force on any atom: 0.2016 hartree/bohr
- Orbital gap: 9.56 eV
- Structure (SMILES): O=C(OS)OCCCCO.CCCC#N.CCCC#N.CCCC#N.CCCC#N.CCCC#N.CCCC#N.CCCC#N.CCCC#N.CCCC#N
- Total charge: 0

***

(3)
Computed, not measured: a 2-piece molecular cluster, C2H6NO2S overall, with ωB97M-V/def2-TZVPD.

Geometry as XYZ:
```
12
C2H6NO2S, DFT ωB97M-V/def2-TZVPD
C -1.370 1.944 0.118
S -0.125 1.442 -1.123
H -1.418 3.035 0.129
H -2.364 1.569 -0.133
H -1.116 1.613 1.127
N 0.180 -1.786 -0.302
C 1.391 -1.612 0.336
O 1.711 -0.345 0.610
O 2.120 -2.540 0.644
H -0.206 -0.957 -0.767
H 0.107 -2.669 -0.777
H 1.091 0.306 0.137
```

Output
- Calculated total energy: -18594.2329 eV
- LUMO: 3.98 eV
- Highest occupied orbital energy: -0.1254 Eh
- Strongest force on any atom: 0.0058 hartree/bohr
- Orbital gap: 7.40 eV
- Total charge: -1

***

(4)
Computed, not measured: C36H35F3N6SSc as an isolated structure at a distorted geometry, with ωB97M-V/def2-TZVPD.

Geometry as XYZ:
```
82
C36H35F3N6SSc, DFT ωB97M-V/def2-TZVPD
Sc -12.966 -16.948 -0.513
C -7.490 -13.405 0.291
C -8.520 -14.516 0.311
C -8.404 -15.733 -0.417
C -9.289 -16.751 -0.261
C -10.511 -16.637 0.429
N -11.425 -17.703 0.554
C -11.149 -18.928 1.129
C -9.819 -19.316 1.490
C -9.656 -20.621 2.014
C -10.618 -21.567 2.043
C -10.359 -22.968 2.530
C -11.941 -21.169 1.694
C -12.258 -19.873 1.341
N -13.619 -19.561 1.092
C -14.701 -20.216 1.680
C -15.877 -19.641 1.232
C -15.522 -18.596 0.426
N -14.151 -18.496 0.320
C -10.747 -15.315 1.012
C -9.719 -14.328 1.014
N -12.017 -14.957 1.595
C -12.329 -14.070 2.609
C -13.673 -14.012 2.790
C -14.158 -14.915 1.833
N -13.203 -15.549 1.165
H -6.742 -13.665 -0.466
H -7.106 -13.272 1.247
H -7.984 -12.450 0.025
H -7.595 -15.788 -1.153
H -9.025 -17.746 -0.683
H -9.021 -18.580 1.338
H -8.677 -20.943 2.310
H -9.657 -23.467 1.919
H -11.283 -23.504 2.344
H -9.989 -22.952 3.525
H -12.808 -21.849 1.903
H -14.531 -20.945 2.506
H -16.861 -20.041 1.465
H -16.212 -17.909 -0.102
H -9.933 -13.385 1.426
H -11.587 -13.535 3.171
H -14.260 -13.330 3.482
H -15.219 -15.241 1.717
C -6.097 -16.898 -4.899
C -7.108 -16.064 -5.705
C -8.385 -16.821 -5.997
C -7.395 -14.653 -5.162
C -6.717 -14.178 -4.040
C -6.887 -12.844 -3.632
C -7.826 -12.039 -4.297
C -8.055 -10.636 -3.843
C -8.654 -12.576 -5.316
C -8.418 -13.891 -5.715
H -5.834 -17.849 -5.374
H -6.427 -17.194 -3.909
H -5.128 -16.305 -4.875
H -6.589 -15.914 -6.634
H -9.123 -16.984 -5.162
H -8.160 -17.825 -6.326
H -8.926 -16.359 -6.804
H -6.115 -14.842 -3.455
H -6.204 -12.348 -2.913
H -7.843 -10.541 -2.784
H -9.095 -10.337 -4.041
H -7.547 -9.910 -4.472
H -9.420 -11.900 -5.754
H -9.058 -14.399 -6.374
F -13.769 -17.008 -6.897
C -12.782 -17.122 -5.863
F -12.730 -18.432 -5.551
F -11.555 -16.755 -6.362
C -13.214 -16.213 -4.742
C -13.984 -15.074 -4.962
C -14.610 -14.450 -3.863
C -14.531 -14.988 -2.581
N -13.596 -15.987 -2.354
C -12.885 -16.541 -3.316
S -11.607 -17.627 -2.808
H -14.119 -14.740 -5.996
H -15.177 -13.479 -4.046
H -15.148 -14.674 -1.794
```

Output
- Calculated total energy: -86524.6308 eV
- LUMO: -2.99 eV
- Highest occupied orbital energy: -0.3687 Eh
- Strongest force on any atom: 0.0753 hartree/bohr
- Orbital gap: 7.05 eV
- Total charge: +1

***

(5)
Computed, not measured: C6H6O as an isolated structure at a distorted geometry, with ωB97M-V/def2-TZVPD.

Geometry as XYZ:
```
13
C6H6O, DFT ωB97M-V/def2-TZVPD
C 1.964 1.811 -0.762
C 1.087 1.058 -0.410
C 0.092 0.082 -0.087
C -1.349 0.424 0.251
C -0.607 -0.406 1.169
O -0.493 -1.774 0.784
C 0.034 -1.369 -0.518
H 2.698 2.523 -1.075
H -2.174 -0.034 -0.269
H -1.422 1.459 0.544
H -0.303 -0.195 2.355
H 0.979 -1.849 -0.789
H -0.669 -1.408 -1.369
```

Output
- Calculated total energy: -8361.9544 eV
- LUMO: 1.03 eV
- Highest occupied orbital energy: -0.3370 Eh
- Strongest force on any atom: 0.1035 hartree/bohr
- Orbital gap: 10.20 eV
- Total charge: 0

***

(6)
Computed, not measured: an isolated molecule of C3H4N2O3 at a distorted geometry, with ωB97M-V/def2-TZVPD.

Geometry as XYZ:
```
12
C3H4N2O3, DFT ωB97M-V/def2-TZVPD
O 2.030 0.162 -0.029
C 0.992 -0.325 0.411
O 0.985 -0.912 1.652
N -0.311 -1.568 1.721
N -1.210 -0.893 0.754
C -0.430 -0.346 -0.046
C -0.670 0.737 -1.150
O 0.296 0.789 -2.156
H -0.373 -1.253 2.836
H -1.722 0.730 -1.752
H -0.641 1.690 -0.488
H 1.054 1.188 -1.753
```

Output
- Calculated total energy: -12294.6572 eV
- LUMO: -0.21 eV
- Highest occupied orbital energy: -0.3798 Eh
- Strongest force on any atom: 0.0807 hartree/bohr
- Orbital gap: 10.12 eV
- Structure (SMILES): O=c1o[nH]nc1CO
- Total charge: 0

***

Among the records above, which one has the lowest strongest force on any atom? C2H6NO2S